{
  "formula": "C16H48O16",
  "method": "the ωB97M-V functional and the def2-TZVPD basis",
  "de_lowest_ev": 1.0929,
  "e_lumo_ev": 0.197,
  "multiplicity": 1,
  "smiles": "OCCO.OCCO.OCCO.OCCO.OCCO.OCCO.OCCO.OCCO",
  "max_force_ev_per_a": 1.76,
  "homo_energy_ev": -9.86,
  "homo_lumo_gap_ev": 10.1,
  "symbols": ["O", "C", "C", "O", "H", "H", "H", "H", "H", "H", "O", "C", "C", "O", "H", "H", "H", "H", "H", "H", "O", "C", "C", "O", "H", "H", "H", "H", "H", "H", "O", "C", "C", "O", "H", "H", "H", "H", "H", "H", "O", "C", "C", "O", "H", "H", "H", "H", "H", "H", "O", "C", "C", "O", "H", "H", "H", "H", "H", "H", "O", "C", "C", "O", "H", "H", "H", "H", "H", "H", "O", "C", "C", "O", "H", "H", "H", "H", "H", "H"],
  "positions_angstrom": [[9.1882, -9.3651, 19.5288], [9.0464, -10.0648, 20.7821], [9.3468, -9.1607, 21.9322], [8.3234, -8.1601, 21.9921], [8.3244, -8.9763, 19.3532], [8.0419, -10.4834, 20.9003], [9.6630, -10.9602, 20.6998], [10.3716, -8.7866, 21.9009], [9.3179, -9.7591, 22.8517], [8.7696, -7.3194, 21.8708], [7.0682, -8.7698, 10.9550], [6.2021, -9.8799, 11.3308], [5.6844, -9.6680, 12.7125], [4.4973, -8.8677, 12.6250], [6.6181, -8.2796, 10.2630], [5.4139, -10.0226, 10.5885], [6.8391, -10.7562, 11.2233], [6.4227, -9.1728, 13.3404], [5.3978, -10.6433, 13.1188], [4.1902, -8.6938, 13.5187], [3.8520, -16.6914, 13.8682], [3.3203, -16.1590, 15.0936], [3.5324, -14.6816, 15.2116], [4.8462, -14.3533, 15.5841], [4.8137, -16.6350, 13.9171], [2.2643, -16.4429, 15.0816], [3.7342, -16.7554, 15.9150], [2.8167, -14.2518, 15.9134], [3.3053, -14.2345, 14.2331], [5.4775, -14.7818, 14.9896], [6.4790, -15.1710, 20.8494], [5.4657, -14.8941, 19.8727], [6.0213, -13.9360, 18.8605], [5.7503, -12.5997, 19.2462], [6.0515, -15.4980, 21.6448], [5.1410, -15.8183, 19.3853], [4.6224, -14.4367, 20.3980], [5.6214, -14.1531, 17.8617], [7.0920, -14.1753, 18.7793], [6.4506, -12.0532, 18.8697], [12.0887, -11.5016, 20.5806], [12.1325, -11.7238, 19.1844], [11.5057, -13.0548, 18.8178], [12.2056, -14.1115, 19.4663], [12.9604, -11.2371, 20.8817], [11.6774, -10.8848, 18.6443], [13.1509, -11.7896, 18.7787], [11.6183, -13.1686, 17.7403], [10.4502, -13.1396, 19.0943], [12.1727, -13.9580, 20.4150], [6.7107, -15.6574, 13.8868], [6.7732, -15.2406, 12.5287], [6.1473, -13.8674, 12.3095], [7.0977, -12.8267, 12.5315], [7.5650, -15.9495, 14.2140], [7.7757, -15.2509, 12.0995], [6.1879, -15.9335, 11.9068], [5.3039, -13.7540, 12.9922], [5.8676, -13.8179, 11.2583], [6.9505, -12.3972, 13.3828], [7.1423, -11.2580, 15.0355], [7.1682, -12.2382, 16.0772], [8.4866, -12.2451, 16.8437], [8.3888, -11.6912, 18.1449], [7.9432, -11.3329, 14.5036], [6.3527, -11.9683, 16.7403], [7.0213, -13.2478, 15.6813], [9.2301, -11.6815, 16.2623], [8.9050, -13.2460, 16.9664], [8.5352, -10.7372, 18.1220], [12.9764, -7.8822, 15.9194], [11.7876, -8.1554, 15.1938], [10.5342, -8.0056, 16.0249], [10.4836, -9.1024, 16.9414], [12.8460, -8.1477, 16.8338], [11.7564, -7.5112, 14.3179], [11.8149, -9.2045, 14.8707], [9.7022, -8.0457, 15.3139], [10.5496, -7.0587, 16.5670], [10.2115, -8.7607, 17.8013]],
  "mulliken_charge": [-0.401, -0.047, -0.719, -0.526, 0.267, 0.275, 0.062, 0.341, 0.332, 0.324, -0.568, -0.483, 0.288, -0.599, 0.306, 0.386, 0.130, 0.142, 0.095, 0.328, -0.568, -0.504, -0.343, -0.350, 0.324, 0.397, 0.242, 0.406, 0.231, -0.023, -0.542, -0.679, 0.929, -0.623, 0.304, 0.275, 0.339, -0.327, 0.092, 0.294, -0.535, -0.235, -0.138, -0.606, 0.290, 0.119, 0.467, 0.284, 0.108, 0.329, -0.514, -0.592, 0.052, -0.527, 0.273, 0.423, 0.296, -0.021, 0.448, 0.247, -0.561, 0.831, -0.993, -0.182, 0.288, 0.161, -0.396, 0.418, 0.430, 0.046, -0.550, -0.350, -0.466, -0.375, 0.306, 0.363, 0.240, 0.278, 0.328, 0.210]
}